[1]
ORCA calculation (the ωB97M-V functional and the def2-TZVPD basis) on 2 unconnected molecules or ions with the total composition C4H9NO.

## Properties
* 2S+1: 1
* highest occupied orbital energy: -7.2 eV
* energy: -7825.7709 eV
* LUMO: -2.75 eV
* gap between HOMO and LUMO: 4.5 eV
* molecular weight: 87.122 g mol⁻¹

```
15
Properties=species:S:1:pos:R:3:mulliken_charge:R:1
N -1.201 -0.811 -1.326 -0.45
C 0.188 -0.316 -1.257 -0.18
C 0.737 0.092 0.022 0.89
C 2.199 0.503 -0.052 -1.46
C 0.225 0.184 1.265 -0.64
O -3.128 -0.314 0.617 -0.99
H -1.673 -1.025 -0.328 0.33
H 0.786 0.066 -2.037 0.40
H -0.846 0.195 1.421 0.31
H 2.285 1.501 -0.443 0.34
H 2.521 0.570 0.996 0.39
H 2.707 -0.296 -0.585 0.37
H -3.798 -0.422 1.193 0.16
H -1.808 -0.080 -1.699 0.32
H 0.805 0.150 2.213 0.21
```


[2]
ORCA calculation (the ωB97M-V functional and the def2-TZVPD basis) on 2 unconnected molecules or ions with the total composition C4H9NOS.

## Properties
* SMILES: C=CC(C)=O.NS
* 2S+1: 1
* highest occupied orbital energy: -8.8 eV
* energy: -18664.4107 eV
* LUMO: 0.37 eV
* gap between HOMO and LUMO: 9.2 eV
* molecular weight: 119.189 g mol⁻¹

```
16
Properties=species:S:1:pos:R:3:mulliken_charge:R:1
C 1.181 -1.474 -0.569 -0.52
C 1.077 -0.199 -0.962 -0.31
C 0.578 0.990 -0.171 0.50
C 1.083 1.203 1.245 -0.86
O -0.180 1.761 -0.730 -0.55
H 1.558 -2.446 -1.094 0.23
H 1.035 -1.627 0.462 0.27
H 1.033 0.002 -2.057 0.34
H 0.407 0.485 1.852 0.20
H 0.845 2.269 1.437 0.29
H 2.195 1.120 1.214 0.34
N -2.464 -0.640 -0.625 -0.48
S -1.863 -0.398 0.983 -0.14
H -1.677 -0.436 -1.306 0.27
H -2.691 -1.523 -0.762 0.25
H -2.119 0.913 1.085 0.17
```